A.
12
Properties=species:S:1:pos:R:3 method="wB97M-V/def2-TZVPD" molar_mass_da=122.22 spin_multiplicity=1 gap_ev=9.489 lumo_ev=0.6 e_homo_ev=-8.86
H -2.30 -1.24 0.01
N -1.32 -1.36 0.31
C -0.70 -0.23 0.40
C -1.16 1.15 -0.03
S -0.43 1.72 -1.63
N 0.62 -0.17 0.79
S 1.65 -1.47 1.08
H -0.77 1.87 0.72
H -2.23 1.33 -0.13
H -0.70 0.53 -2.33
H 1.00 0.76 0.69
H 1.54 -2.15 -0.05


B.
12
Properties=species:S:1:pos:R:3 method="wB97M-V/def2-TZVPD" molar_mass_da=122.22 spin_multiplicity=1 gap_ev=9.348 lumo_ev=0.7 e_homo_ev=-8.61
C -2.46 0.37 -0.02
S -1.28 -0.97 0.00
C 0.27 -0.11 0.01
S 0.46 1.54 0.00
N 1.30 -0.96 0.01
N 2.63 -0.57 0.00
H -2.29 0.99 -0.85
H -2.36 1.04 0.88
H -3.44 -0.12 0.00
H 1.15 -1.99 -0.05
H 2.78 0.05 0.82
H 2.82 0.02 -0.81


C.
12
Properties=species:S:1:pos:R:3 method="wB97M-V/def2-TZVPD" molar_mass_da=122.22 spin_multiplicity=1 gap_ev=8.698 lumo_ev=0.6 e_homo_ev=-8.10
N 1.58 0.36 0.41
C 0.94 -0.35 -0.70
C -0.58 -0.26 -0.54
S -1.60 -1.05 -1.59
N -1.01 0.48 0.43
S -2.60 0.76 0.92
H 2.26 -0.14 0.97
H 1.97 1.24 0.12
H 1.22 0.07 -1.64
H 1.09 -1.40 -0.69
H -0.32 0.82 1.13
H -2.94 -0.54 1.19


C (3.0 kcal/mol below the next structure)


A.
16
Properties=species:S:1:pos:R:3 method="wB97M-V/def2-TZVPD" molar_mass_da=88.13 spin_multiplicity=1 gap_ev=9.242 total_charge=+1 lumo_ev=-4.9 e_homo_ev=-14.19
C 3.16 -0.48 0.01
C 1.80 0.03 0.34
C 0.75 -0.63 -0.15
N -0.62 -0.10 0.07
C -1.49 -0.74 0.79
H 3.76 -0.03 0.79
H 3.29 -1.50 -0.34
H 3.55 -0.15 -0.99
H 1.76 0.91 0.99
H 0.48 -1.61 -0.58
H -1.03 0.60 -0.57
H -2.50 -0.41 0.85
H -0.97 -1.43 1.44
H -3.76 1.17 -1.07
H -3.18 2.16 -0.29
O -2.83 1.45 -0.85


B.
16
Properties=species:S:1:pos:R:3 method="wB97M-V/def2-TZVPD" molar_mass_da=88.13 spin_multiplicity=1 gap_ev="7.201 / 10.397" total_charge=+1 lumo_ev="-5.8 / -3.9" e_homo_ev="-13.00 / -14.30"
C 0.73 -0.59 -0.17
C -0.28 0.44 -0.05
C 2.06 -0.51 0.58
C -3.10 -0.32 -0.06
N 0.61 0.45 -1.22
O -0.02 1.56 0.63
H 0.46 -1.68 -0.27
H 2.95 -0.78 -0.15
H 1.96 -1.33 1.31
H 2.10 0.45 1.11
H -3.37 0.30 0.70
H -2.42 -1.18 0.31
H -2.91 -0.04 -0.99
H 1.46 1.06 -1.06
H 0.25 0.39 -2.17
H -0.49 1.78 1.47


C.
16
Properties=species:S:1:pos:R:3 method="wB97M-V/def2-TZVPD" molar_mass_da=88.13 spin_multiplicity=1 gap_ev=12.756 total_charge=+1 lumo_ev=-3.1 e_homo_ev=-15.84
C 0.30 -1.49 0.31
C 0.12 -0.13 -0.09
C 1.40 0.62 -0.50
N -0.83 0.84 0.95
C -1.17 0.41 -0.45
O -2.30 -0.33 -0.54
H -0.60 -2.09 0.35
H 0.92 -1.77 1.19
H 0.99 -1.73 -0.55
H 1.31 1.55 0.17
H 1.32 1.00 -1.59
H 2.41 0.17 -0.37
H -0.51 1.77 1.13
H -1.36 0.30 1.55
H -1.05 1.41 -1.10
H -2.14 -1.07 -1.10


C (4.8 kcal/mol below the next structure)


A.
17
Properties=species:S:1:pos:R:3 method="wB97M-V/def2-TZVPD" molar_mass_da=104.13 spin_multiplicity=1 gap_ev=8.153 total_charge=+1 lumo_ev=-4.4 e_homo_ev=-12.51
C -0.21 0.49 1.08
C 1.57 -0.15 -0.16
C 2.73 0.87 -0.42
C -2.48 0.10 0.24
N -1.22 -0.59 0.72
O 1.54 -1.43 -0.56
O -2.51 -0.22 -1.13
H 0.25 0.22 1.99
H 3.41 0.44 -1.13
H 2.34 1.79 -0.96
H 3.24 1.39 0.40
H -3.28 -0.28 0.71
H -2.44 1.17 0.52
H -0.90 -1.15 -0.10
H -1.29 -1.20 1.60
H 2.32 -1.74 -1.07
H -3.06 0.30 -1.73


B.
17
Properties=species:S:1:pos:R:3 method="wB97M-V/def2-TZVPD" molar_mass_da=104.13 spin_multiplicity=1 gap_ev=11.001 total_charge=+1 lumo_ev=-4.0 e_homo_ev=-14.97
C -0.64 0.39 -1.41
N -0.39 0.71 0.02
C -1.64 0.29 0.79
C 0.76 -0.22 0.59
O 0.34 -1.56 0.57
C 2.19 -0.16 -0.13
O 2.65 0.42 -1.07
H -1.41 1.05 -1.69
H 0.27 0.91 -1.82
H -0.70 -0.64 -1.46
H -0.13 1.63 0.32
H -2.56 0.62 0.39
H -1.71 -0.88 0.86
H -1.57 0.57 1.84
H 0.78 0.03 1.63
H 1.03 -2.14 0.20
H 2.74 -1.01 0.39


B (100.7 kcal/mol below the next structure)